[1]
{"formula": "C49H38N4O3P2S4V", "method": "ωB97M-V/def2-TZVPD", "symbols": ["V", "O", "S", "C", "C", "C", "C", "C", "C", "P", "C", "C", "C", "C", "C", "C", "C", "C", "C", "C", "C", "C", "C", "C", "C", "C", "C", "C", "P", "C", "C", "C", "C", "C", "C", "C", "C", "C", "C", "C", "C", "H", "H", "H", "H", "H", "H", "H", "H", "H", "H", "H", "H", "H", "H", "H", "H", "H", "H", "H", "H", "H", "H", "H", "H", "H", "H", "H", "H", "O", "C", "O", "C", "C", "C", "C", "C", "C", "S", "H", "H", "H", "H", "N", "C", "N", "C", "C", "S", "C", "C", "S", "C", "N", "N", "H", "H", "H", "H", "H", "H"], "xyz": [[12.910, 10.742, 13.703], [9.294, 8.584, 10.489], [9.909, 9.207, 11.687], [9.415, 8.153, 13.043], [8.745, 7.003, 12.602], [8.470, 6.016, 13.531], [8.727, 6.252, 14.867], [9.373, 7.422, 15.279], [9.763, 8.389, 14.391], [10.655, 9.858, 15.049], [9.442, 11.152, 15.475], [8.092, 10.812, 15.491], [7.145, 11.755, 15.973], [7.585, 13.011, 16.365], [8.950, 13.313, 16.433], [9.869, 12.388, 15.949], [11.114, 9.277, 16.712], [10.904, 10.065, 17.846], [11.302, 9.608, 19.100], [11.892, 8.382, 19.272], [12.113, 7.637, 18.084], [11.740, 8.043, 16.875], [8.868, 10.645, 12.095], [7.468, 10.527, 12.203], [6.660, 11.617, 12.225], [7.232, 12.888, 12.071], [8.613, 13.064, 11.991], [9.450, 11.942, 11.926], [11.314, 12.238, 11.863], [11.541, 12.030, 10.030], [10.622, 11.605, 9.092], [10.923, 11.518, 7.686], [12.199, 11.751, 7.248], [13.200, 12.117, 8.211], [12.898, 12.218, 9.545], [11.421, 14.027, 11.919], [11.292, 14.531, 13.222], [11.380, 15.883, 13.451], [11.652, 16.712, 12.393], [11.732, 16.230, 11.048], [11.613, 14.866, 10.789], [8.432, 6.942, 11.577], [8.121, 5.081, 13.105], [8.505, 5.500, 15.579], [9.507, 7.588, 16.380], [7.770, 9.836, 15.228], [6.138, 11.453, 16.041], [6.818, 13.642, 16.724], [9.348, 14.289, 16.740], [10.912, 12.647, 15.830], [10.347, 10.965, 17.795], [11.037, 10.253, 19.965], [12.139, 7.996, 20.225], [12.576, 6.670, 18.169], [11.907, 7.411, 15.986], [7.041, 9.531, 12.228], [5.622, 11.493, 12.338], [6.482, 13.658, 12.182], [8.956, 14.133, 11.835], [9.634, 11.311, 9.433], [10.141, 11.283, 6.927], [12.415, 11.618, 6.206], [14.191, 12.375, 7.875], [13.717, 12.492, 10.208], [11.132, 13.849, 14.038], [11.243, 16.237, 14.469], [11.848, 17.756, 12.480], [11.956, 16.902, 10.213], [11.703, 14.454, 9.753], [13.665, 13.705, 16.222], [13.560, 13.338, 15.070], [12.637, 12.485, 14.695], [14.329, 14.041, 13.963], [14.481, 15.404, 14.130], [15.092, 16.108, 13.111], [15.810, 15.479, 12.113], [15.718, 14.136, 11.926], [14.998, 13.373, 12.892], [14.920, 11.628, 12.623], [14.107, 15.870, 15.016], [15.179, 17.203, 13.163], [16.287, 16.048, 11.323], [16.245, 13.594, 11.160], [12.890, 9.250, 10.346], [13.612, 8.687, 11.322], [13.609, 9.053, 12.575], [14.546, 8.312, 13.276], [15.300, 7.465, 12.564], [14.853, 7.520, 10.870], [14.722, 8.644, 14.688], [15.527, 8.035, 15.587], [15.575, 8.931, 17.076], [14.476, 10.052, 16.408], [14.105, 9.787, 15.165], [14.030, 11.041, 17.156], [12.230, 10.023, 10.437], [13.172, 9.152, 9.377], [16.072, 6.785, 12.867], [16.101, 7.195, 15.492], [14.505, 11.265, 17.993], [13.569, 11.863, 16.706]], "lowdin_charge": [0.35, -0.49, 0.94, -0.36, -0.07, -0.06, -0.05, -0.11, -0.34, 1.11, -0.36, -0.07, -0.06, -0.08, -0.05, -0.12, -0.36, -0.07, -0.08, -0.06, -0.10, -0.16, -0.35, -0.08, -0.08, -0.05, -0.06, -0.32, 1.10, -0.39, -0.08, -0.07, -0.08, -0.07, -0.13, -0.37, -0.12, -0.08, -0.07, -0.06, -0.06, 0.10, 0.11, 0.10, 0.13, 0.09, 0.09, 0.09, 0.12, 0.08, 0.08, 0.12, 0.09, 0.11, 0.13, 0.12, 0.10, 0.10, 0.13, 0.10, 0.12, 0.09, 0.10, 0.07, 0.08, 0.12, 0.09, 0.10, 0.12, 0.05, -0.59, -0.29, -0.16, -0.05, -0.11, -0.12, -0.14, -0.56, 0.65, 0.11, 0.10, 0.10, 0.09, 0.12, -0.67, -0.06, -0.35, -0.33, 1.05, -0.33, -0.32, 1.08, -0.69, -0.02, 0.15, 0.03, 0.11, 0.07, 0.04, 0.10, 0.09], "fmax_ev_per_a": 3.3, "multiplicity": 4, "lumo_ev": [0.2231, 0.1988], "gap_ev": [6.4, 6.8], "e_tot_ev": -151141.2679, "s2": 3.762}

=====

[2]
{"formula": "C49H39Cl2N4P3S2ScSe", "method": "ωB97M-V/def2-TZVPD", "symbols": ["Sc", "S", "P", "C", "P", "S", "C", "C", "C", "C", "C", "C", "C", "C", "C", "C", "C", "C", "C", "C", "C", "C", "C", "C", "C", "C", "C", "C", "C", "C", "H", "H", "H", "H", "H", "H", "H", "H", "H", "H", "H", "H", "H", "H", "H", "H", "H", "H", "H", "H", "Cl", "C", "C", "C", "C", "C", "Cl", "C", "N", "H", "H", "H", "Se", "N", "C", "C", "C", "C", "N", "C", "N", "H", "H", "H", "C", "P", "C", "C", "C", "C", "C", "C", "C", "C", "C", "C", "C", "C", "H", "H", "H", "H", "H", "H", "H", "H", "H", "H", "H", "H", "H"], "xyz": [[-0.901, -0.148, -0.999], [0.663, -0.327, 2.902], [1.779, 0.354, 1.356], [1.265, 0.093, -0.230], [2.067, -0.708, -1.453], [0.721, -1.232, -2.880], [2.930, -2.239, -0.923], [2.130, -3.258, -0.406], [2.688, -4.430, 0.069], [4.067, -4.608, 0.033], [4.872, -3.601, -0.471], [4.308, -2.420, -0.943], [3.345, 0.261, -2.327], [4.062, -0.261, -3.402], [4.979, 0.524, -4.080], [5.176, 1.848, -3.702], [4.445, 2.382, -2.652], [3.531, 1.589, -1.968], [3.493, -0.254, 1.641], [4.567, 0.386, 1.026], [5.860, -0.093, 1.178], [6.096, -1.219, 1.955], [5.032, -1.861, 2.573], [3.739, -1.382, 2.415], [1.981, 2.140, 1.660], [1.455, 3.060, 0.762], [1.637, 4.423, 0.983], [2.336, 4.863, 2.095], [2.844, 3.942, 3.008], [2.661, 2.588, 2.793], [1.055, -3.119, -0.380], [2.046, -5.206, 0.471], [4.508, -5.524, 0.407], [5.949, -3.717, -0.483], [4.958, -1.633, -1.301], [3.888, -1.284, -3.718], [5.535, 0.109, -4.913], [5.889, 2.464, -4.236], [4.576, 3.417, -2.363], [2.939, 1.998, -1.156], [4.398, 1.274, 0.429], [6.681, 0.420, 0.692], [7.105, -1.595, 2.077], [5.205, -2.745, 3.175], [2.906, -1.872, 2.904], [0.882, 2.705, -0.088], [1.211, 5.133, 0.288], [2.479, 5.924, 2.261], [3.381, 4.284, 3.885], [3.048, 1.866, 3.504], [-1.846, 4.574, 0.208], [-2.071, 4.027, -1.440], [-2.436, 4.948, -2.397], [-2.713, 4.565, -3.707], [-2.638, 3.210, -4.022], [-2.270, 2.320, -3.044], [-2.185, 0.597, -3.437], [-1.909, 2.620, -1.681], [-1.530, 1.699, -0.833], [-2.515, 5.987, -2.101], [-2.991, 5.295, -4.454], [-2.859, 2.848, -5.018], [-0.939, -2.755, 2.114], [-1.637, -4.272, 1.488], [-1.942, -4.086, 0.214], [-2.417, -5.040, -0.732], [-2.621, -4.611, -2.004], [-2.392, -3.242, -2.362], [-1.990, -2.332, -1.529], [-1.724, -2.762, -0.260], [-1.198, -1.897, 0.586], [-2.593, -6.063, -0.427], [-2.969, -5.284, -2.776], [-2.580, -2.924, -3.383], [-4.785, 0.833, -1.078], [-3.593, 0.093, 0.094], [-3.560, 1.251, 1.498], [-4.612, 2.102, 1.819], [-4.508, 2.970, 2.898], [-3.356, 2.986, 3.670], [-2.305, 2.132, 3.362], [-2.406, 1.278, 2.276], [-4.583, -1.308, 0.768], [-5.109, -2.237, -0.136], [-5.725, -3.399, 0.303], [-5.816, -3.666, 1.663], [-5.293, -2.758, 2.571], [-4.684, -1.590, 2.129], [-4.381, 1.785, -1.424], [-5.772, 0.984, -0.641], [-4.878, 0.178, -1.944], [-5.516, 2.106, 1.223], [-5.326, 3.643, 3.126], [-3.271, 3.671, 4.505], [-1.390, 2.140, 3.942], [-1.558, 0.650, 2.033], [-5.028, -2.053, -1.202], [-6.126, -4.100, -0.419], [-6.287, -4.577, 2.011], [-5.356, -2.958, 3.634], [-4.278, -0.892, 2.852]], "lowdin_charge": [0.44, 0.21, 0.44, -0.63, 0.40, 0.28, -0.31, -0.10, -0.08, -0.10, -0.09, -0.09, -0.34, -0.11, -0.09, -0.10, -0.08, -0.09, -0.33, -0.09, -0.09, -0.11, -0.09, -0.11, -0.35, -0.10, -0.10, -0.10, -0.10, -0.10, 0.07, 0.10, 0.09, 0.10, 0.10, 0.11, 0.10, 0.09, 0.10, 0.08, 0.10, 0.10, 0.10, 0.10, 0.06, 0.08, 0.09, 0.09, 0.09, 0.10, 0.66, -0.59, -0.16, -0.14, -0.15, -0.56, 0.67, -0.54, -0.16, 0.09, 0.08, 0.09, 1.09, -0.20, -0.39, 0.01, -0.04, -0.11, 0.04, -0.51, -0.29, 0.12, 0.10, 0.12, -0.24, 1.00, -0.38, -0.09, -0.10, -0.10, -0.08, -0.13, -0.35, -0.12, -0.10, -0.10, -0.09, -0.09, 0.04, 0.04, 0.03, 0.09, 0.09, 0.10, 0.10, 0.01, 0.09, 0.10, 0.09, 0.10, 0.10], "fmax_ev_per_a": 1.1, "charge": -1, "e_above_lowest_kcal_mol": 0.0, "lumo_ev": 0.7022, "gap_ev": 4.2, "e_tot_ev": -218040.8227}